Model one:
Here is a single C4H6OS molecule from the Open Molecules 2025 dataset. Energies are from wB97M-V/def2-TZVPD.

XYZ file:
```
12
C4H6OS wB97M-V/def2-TZVPD
C 0.04568 -0.76612 -1.94426
C 0.49384 -0.86388 -0.43308
C 1.74284 -0.51751 0.25471
O 1.04270 0.46416 0.99703
C -0.16038 0.23764 0.47158
S -1.63605 0.85826 0.54594
H -1.01889 -0.96205 -2.11672
H 0.58436 -1.78590 -2.31354
H 0.58546 0.04685 -2.55773
H 0.27418 -1.96607 -0.33603
H 2.52170 -0.09602 -0.35076
H 2.15649 -1.22312 0.86991
```

Output
* SMILES: C[C@H]1COC1=S
* lowest unoccupied orbital energy: 0.53 eV
* orbital gap: 0.3440 Eh

Model two:
Here is 2 unconnected molecules or ions with the total composition C4H6OS from the Open Molecules 2025 dataset. Energies are from wB97M-V/def2-TZVPD.

XYZ file:
```
12
C4H6OS wB97M-V/def2-TZVPD
C 2.80983 1.16498 0.04381
C 2.54808 -0.08804 -0.05527
O 2.29037 -1.18316 -0.40780
H 3.81511 1.26184 0.55170
H 2.01073 1.94524 -0.01088
C -0.78761 -1.67812 -0.51577
C -0.74121 -0.59306 0.24572
S -0.86892 1.02384 -0.46559
H -0.37280 -2.61551 -0.21063
H -1.22191 -1.65790 -1.55062
H -0.30678 -0.56214 1.21349
H -0.85121 1.70605 0.71748
```

Output
* SMILES: C=C=O.C=CS
* lowest unoccupied orbital energy: 0.67 eV
* orbital gap: 0.3455 Eh

If you had to name the least stable structure above, which would it be? It would be model two.